C22H24ClI2OP2Y as an isolated structure. Source: the Open Molecules 2025 dataset; level of theory: ωB97M-V with the def2-TZVPD basis set.

Structure (ORCA input):
```
! wB97M-V def2-TZVPD RIJCOSX def2/J DEFGRID3
* xyz 2 1
I -0.8506 -0.6382 -5.4699
I -2.9301 -0.7839 -3.7136
Y -0.3033 -0.2278 0.7340
P 0.1735 2.3680 -0.2751
C -0.1546 3.2105 -1.8534
C -0.7990 3.4337 0.8670
H 2.3116 2.5404 0.8747
H 1.9141 4.0246 -0.0392
H 2.4832 2.5853 -0.9088
C 1.8929 2.9298 -0.0554
H -0.6867 3.0803 1.9034
H -0.4200 4.4616 0.7778
H 0.0302 4.2926 -1.7311
H -1.1989 3.0659 -2.1559
H -1.8588 3.4157 0.5611
H 0.5213 2.8325 -2.6314
C 0.1839 0.0492 -1.5162
O 0.4056 0.2119 -2.6539
Cl 1.3071 0.5654 2.4490
C 4.1132 -5.7540 1.0540
C 3.9704 -4.8309 0.0108
C 2.8874 -3.9559 -0.0226
C 1.9048 -4.0163 0.9937
C 2.0428 -4.9518 2.0398
C 3.1571 -5.7928 2.0738
P 0.4936 -2.8983 0.8169
C -0.6694 -3.7493 -0.3057
C -1.7762 -3.0366 -0.7870
C -2.5525 -3.5904 -1.7984
C -2.3262 -4.8827 -2.2769
C -1.3000 -5.6288 -1.7038
C -0.4745 -5.0767 -0.7259
C -0.3073 -2.9990 2.4852
C -1.6551 -3.3556 2.6379
C -2.2688 -3.1284 3.8620
C -1.5399 -2.6895 4.9663
C -0.1592 -2.5046 4.8441
C 0.4747 -2.6743 3.6180
H 4.9573 -6.4414 1.0677
H 4.7111 -4.7703 -0.7864
H 2.8120 -3.2112 -0.8207
H 1.3115 -5.0013 2.8493
H 3.2692 -6.4750 2.9156
H -2.0490 -2.0357 -0.3959
H -3.3075 -2.9525 -2.2560
H -2.9291 -5.2812 -3.0940
H -1.1167 -6.6435 -2.0330
H 0.3303 -5.6820 -0.3078
H -2.2165 -3.7774 1.8054
H -3.3277 -3.3073 3.9444
H -2.0280 -2.5145 5.9202
H 0.4422 -2.2148 5.7046
H 1.5635 -2.5229 3.5316
*
```

As for the energy above the lowest of the compared OMol25 structures with the same formula, charge and spin: 0.0 kcal/mol. The value obtained for the maximum force is 6.98 eV Å⁻¹. The calculation puts the total energy at -73582.343 eV. For the molar mass, the calculation gives 744.55 g mol⁻¹. Its orbital gap is 6.19 eV. The calculation puts the LUMO energy at -7.9845 eV.

C22H24ClN3O12P2PbS as an isolated structure. Source: the Open Molecules 2025 dataset; level of theory: ωB97M-V with the def2-TZVPD basis set.

Structure (ORCA input):
```
! wB97M-V def2-TZVPD RIJCOSX def2/J DEFGRID3
* xyz -2 1
Pb 0.1516 -0.1643 0.3203
O -1.3061 2.0447 0.4296
P -2.6012 1.5261 1.3127
O -3.2980 2.7016 1.8697
O -2.0288 0.5024 2.2544
O -3.4933 0.8225 0.1726
P -3.3110 -0.7799 -0.2152
O -3.5411 -1.4848 1.2107
O -4.3660 -1.1263 -1.1824
O -1.8662 -0.9739 -0.6414
H -1.5282 2.1351 -0.5095
H -2.9549 -0.9874 1.8287
O 4.0101 -2.5632 0.1795
Cl 2.6630 -2.4676 0.6622
O 2.2958 -3.6846 1.3172
O 2.5726 -1.3678 1.5960
O 1.7731 -2.2234 -0.4538
C -2.6101 2.1948 -4.0442
C -1.6701 3.1213 -4.4604
C -0.4251 3.1532 -3.8586
C -0.1369 2.2602 -2.8169
N -1.0710 1.3965 -2.4099
C -2.2547 1.3442 -3.0063
C 1.2014 2.1676 -2.1758
C 2.2054 3.0456 -2.6045
C 3.5078 2.9276 -2.1594
C 3.8258 1.9150 -1.2695
C 2.8223 1.0860 -0.7956
C 1.4846 1.1815 -1.2014
H -3.5814 2.1259 -4.5137
H -1.9004 3.8198 -5.2570
H 0.3085 3.8603 -4.2164
H -2.9392 0.5936 -2.6318
H 1.9813 3.8470 -3.2977
H 4.2695 3.6155 -2.5097
H 4.8463 1.7938 -0.9225
H 3.0972 0.3301 -0.0679
C 4.0181 1.8542 6.1557
C 4.0619 1.8731 4.6292
C 2.9466 1.0212 4.0181
N 1.6383 1.5812 4.2903
C 0.9306 2.3234 3.4200
S 1.4744 2.6571 1.8912
N -0.2503 2.8377 3.9758
C -0.3371 3.5286 5.1536
O -1.3634 3.6499 5.7925
C 0.9162 4.2201 5.6355
C 1.1263 4.3039 7.0084
C 2.2169 4.9929 7.5124
C 3.0950 5.6227 6.6412
C 2.8744 5.5663 5.2734
C 1.7898 4.8660 4.7665
H 4.7885 2.4979 6.5820
H 4.1656 0.8382 6.5277
H 3.0532 2.2197 6.5086
H 5.0224 1.4907 4.2759
H 3.9506 2.8996 4.2753
H 2.9877 0.0052 4.4154
H 3.0596 0.9667 2.9381
H 1.2054 1.3749 5.1762
H -1.1301 2.5733 3.5403
H 0.4142 3.8203 7.6648
H 2.3800 5.0452 8.5819
H 3.9498 6.1620 7.0309
H 3.5494 6.0700 4.5929
H 1.6237 4.8166 3.6994
*
```

As for the energy above the lowest of the compared OMol25 structures with the same formula, charge and spin: 15.5 kcal/mol. The value obtained for the maximum force is 1.01 eV Å⁻¹. The calculation puts the total energy at -99431.419 eV. For the molar mass, the calculation gives 859.11 g mol⁻¹. Its orbital gap is 6.58 eV. The calculation puts the LUMO energy at 3.8182 eV.

C22H24ClN6O2PdSi as an isolated structure. Source: the Open Molecules 2025 dataset; level of theory: ωB97M-V with the def2-TZVPD basis set.

Structure (ORCA input):
```
! wB97M-V def2-TZVPD RIJCOSX def2/J DEFGRID3
* xyz 1 1
Pd -0.3172 0.6868 0.0752
C 1.7100 3.3023 1.0783
Si 2.3572 1.5373 1.2484
C 1.4019 0.7654 2.7065
C 4.2102 1.4564 1.5615
N 1.7551 0.7041 -0.1786
C 2.2440 -0.0258 -1.1774
C 3.6278 -0.3695 -1.2465
C 4.0877 -1.2217 -2.2165
C 3.2161 -1.7452 -3.1760
C 1.8671 -1.3762 -3.1707
C 1.3837 -0.5295 -2.2081
H 2.1605 3.9409 1.8393
H 0.6288 3.3184 1.2264
H 1.9319 3.7351 0.1024
H 1.3403 1.4963 3.5135
H 1.8824 -0.1289 3.1054
H 0.3777 0.4992 2.4303
H 4.4322 1.9801 2.4923
H 4.7803 1.9403 0.7668
H 4.5713 0.4316 1.6664
H 4.3032 0.0436 -0.5106
H 5.1345 -1.4935 -2.2399
H 3.5836 -2.4212 -3.9358
H 1.2052 -1.7525 -3.9387
H 0.3480 -0.2151 -2.2277
N -0.5771 2.3518 -1.2586
C -0.8248 3.4888 -1.0000
N -1.1349 4.6774 -0.8929
C -0.7933 5.6909 -0.1466
N -0.5228 6.6123 0.4977
C 2.3804 -4.4008 0.5263
N 1.2972 -3.4417 0.3979
C 0.1006 -3.6646 -0.2327
C -0.6040 -2.5032 -0.1449
N 0.1484 -1.5779 0.5358
C 1.2834 -2.1762 0.8438
H 1.9840 -5.3999 0.3704
H 2.8200 -4.3488 1.5198
H 3.1544 -4.2030 -0.2150
H -0.1481 -4.6082 -0.6851
H -1.5849 -2.2711 -0.5174
H 2.1016 -1.7318 1.3862
Cl -8.7781 -0.2390 -0.0994
C -7.0774 -0.0172 0.0111
C -6.5576 1.2704 0.0764
C -5.1918 1.4518 0.1815
C -4.3490 0.3449 0.1856
C -4.8766 -0.9446 0.1183
C -6.2425 -1.1287 0.0417
C -2.8785 0.4947 0.1787
O -2.2598 1.1924 1.0214
O -2.2113 -0.1271 -0.7009
H -7.2250 2.1196 0.0424
H -4.7755 2.4487 0.2436
H -4.2121 -1.7983 0.1355
H -6.6686 -2.1205 -0.0067
*
```

The value obtained for the maximum force is 2.47 eV Å⁻¹. The calculation puts the total energy at -60109.729 eV. For the molar mass, the calculation gives 574.43 g mol⁻¹. Its orbital gap (alpha / beta) is 3.20 / 3.11 eV. The calculation puts the LUMO energy (alpha / beta) at -7.5322 / -7.6777 eV.

C22H24F5LuNOP2 as an isolated structure. Source: the Open Molecules 2025 dataset; level of theory: ωB97M-V with the def2-TZVPD basis set.

Structure (ORCA input):
```
! wB97M-V def2-TZVPD RIJCOSX def2/J DEFGRID3
* xyz 1 1
C -1.1894 3.3928 -1.8654
C -0.9877 2.0916 -1.4173
C 0.3577 1.6462 -1.2734
C 1.3977 2.4404 -1.7140
C 1.1943 3.7334 -2.1686
C -0.1220 4.2205 -2.2228
C 2.8468 1.8715 -1.5347
C 2.8593 0.3060 -1.6233
C 1.7117 -0.3507 -1.2210
C 1.6202 -1.7660 -1.3488
C 2.7843 -2.4565 -1.6697
C 3.9793 -1.7853 -1.9547
C 4.0131 -0.3819 -1.9624
H -2.2161 3.7715 -1.9286
H 2.0600 4.3344 -2.4664
H -0.3046 5.2344 -2.5506
H 3.3163 2.1487 -2.5126
H 2.7536 -3.5504 -1.6989
H 4.8749 -2.3457 -2.1844
H 4.9155 0.1856 -2.2194
N 0.6764 0.4227 -0.6035
Lu 0.0705 0.0136 1.1884
C -2.1775 1.1981 -1.0870
H -2.1154 0.2282 -1.6105
H -3.1163 1.6910 -1.3768
C 0.3066 -2.5162 -1.1694
H -0.4698 -2.1436 -1.8612
H 0.4598 -3.5878 -1.3619
P -2.3903 0.8139 0.7229
P -0.4439 -2.4396 0.5208
C 0.5965 -3.5967 1.4522
H 0.6147 -3.2994 2.5109
H 0.1636 -4.6013 1.3641
H 1.6231 -3.5942 1.0667
C -2.0139 -3.3191 0.3566
H -1.8281 -4.4001 0.4152
H -2.6692 -3.0150 1.1849
H -2.5010 -3.0647 -0.5944
C -2.9103 2.4147 1.3928
H -3.9845 2.5496 1.2094
H -2.7164 2.4087 2.4749
H -2.3399 3.2308 0.9330
C -3.8979 -0.1866 0.8005
H -3.9484 -0.6538 1.7943
H -4.7674 0.4699 0.6589
H -3.8826 -0.9773 0.0390
C 3.1100 2.1175 -0.1616
O 2.7465 1.9203 0.9419
H 3.7510 2.5133 -1.1064
F -1.8825 -1.4166 3.5884
C -1.0734 -0.3104 3.4255
F -1.6976 0.7521 4.0363
C 0.3164 -0.5376 3.9977
F 0.6180 0.2889 5.0087
F 0.5217 -1.8248 4.3688
F 1.3868 -0.2888 3.0166
*
```

As for the energy above the lowest of the compared OMol25 structures with the same formula, charge and spin: 126.9 kcal/mol. The value obtained for the maximum force is 12.45 eV Å⁻¹. The calculation puts the total energy at -92515.393 eV. For the molar mass, the calculation gives 650.35 g mol⁻¹. Its orbital gap is 6.42 eV. The calculation puts the LUMO energy at -3.3623 eV.